101
Properties=species:S:1:pos:R:3:forces:R:3:lowdin_spin:R:1 method="wB97M-V/def2-TZVPD" e_lumo_ev="0.4 / 0.3" multiplicity=4 largest_force_ev_per_a=1.99 e_above_lowest_ev=0.000 total_energy_ev=-78924.8662
Ti 7.737252 13.401100 -22.422522 -0.1 0.3 0.1 2.4859
C 6.246820 10.669856 -23.879890 0.8 1.2 -0.3 0.0069
O 5.828677 11.438647 -25.023452 -0.6 0.4 -0.3 0.0024
O 6.454457 11.516331 -22.869715 -0.1 -0.7 -0.1 0.0426
C 5.205452 9.560288 -23.646764 0.6 -0.3 1.1 0.0001
F 3.954686 10.002669 -23.547235 -0.4 0.1 -0.3 0.0001
F 5.256003 8.620827 -24.602032 -0.2 -0.2 -0.5 0.0001
F 5.457086 8.888151 -22.498702 0.1 0.2 0.2 0.0002
C 5.674907 10.841343 -26.293809 -0.2 -0.5 -0.1 0.0006
C 5.266625 11.934061 -27.252726 0.8 -0.2 -0.3 0.0004
H 6.066918 12.675796 -27.323944 -0.2 0.2 0.3 0.0001
H 5.197719 11.531013 -28.265505 -0.4 -0.1 0.1 0.0001
H 4.332836 12.383988 -26.929054 -0.1 0.1 -0.1 0.0001
H 4.913340 10.052332 -26.293329 -0.1 0.2 0.1 0.0000
H 6.587694 10.329796 -26.632576 0.2 0.2 0.1 0.0002
H 7.170655 10.178837 -24.229132 0.1 -0.6 0.1 0.0008
C 3.001563 12.969531 -22.728617 -0.3 -0.7 0.2 0.0006
C 3.588918 13.047435 -21.314611 -0.3 1.4 -0.2 0.0010
C 3.480789 11.789605 -20.465750 0.7 0.5 -0.2 0.0003
O 3.922786 12.105807 -19.146663 0.1 -0.2 0.0 0.0003
C 3.551116 11.111549 -18.218021 -0.7 0.2 0.0 0.0000
N 4.977107 13.563646 -21.409299 0.0 -1.2 0.1 0.0132
H 3.065779 13.941776 -23.212287 0.2 0.0 0.0 0.0002
H 1.944693 12.686584 -22.722813 0.0 0.1 0.3 0.0001
H 3.472619 12.197894 -23.334734 0.4 0.2 -0.1 0.0001
H 3.038837 13.861538 -20.830190 -0.2 -0.2 0.3 0.0003
H 4.190378 11.060903 -20.874315 -0.4 -0.4 -0.2 0.0001
H 2.448433 11.432865 -20.426922 0.0 -0.2 -0.1 0.0000
H 4.034568 10.131739 -18.305627 0.4 0.2 -0.3 0.0000
H 2.478325 10.919648 -18.348665 0.0 0.0 0.3 0.0000
H 3.734495 11.512780 -17.223536 0.0 0.0 0.0 0.0000
H 5.468211 12.742993 -21.811171 0.1 0.2 -0.2 0.0054
H 5.348559 13.586923 -20.466958 -0.2 0.1 0.2 0.0024
C 7.899315 15.951386 -18.323100 1.3 -0.7 1.0 0.0012
C 8.048274 14.783318 -19.302941 -0.8 1.1 -0.5 0.0123
C 7.269603 13.594163 -18.792719 0.2 -1.2 -0.2 0.0151
O 7.907757 13.186172 -17.602768 0.2 0.7 0.7 0.0037
C 7.328204 12.106356 -16.917531 -0.6 -0.4 -0.7 0.0002
N 7.549375 15.207485 -20.644413 0.1 -0.6 0.0 0.0390
H 6.854702 16.205032 -18.154042 0.0 0.3 -0.2 0.0004
H 8.545208 16.801951 -18.553666 -0.5 0.2 -0.6 0.0002
H 8.322269 15.661687 -17.353124 -0.3 -0.2 0.0 0.0001
H 9.086095 14.486673 -19.455441 0.1 0.1 0.2 0.0041
H 7.288068 12.733391 -19.480159 0.1 0.3 -0.4 0.0141
H 6.195662 13.794693 -18.676939 0.0 0.3 0.5 0.0006
H 6.238911 12.118775 -17.007440 -0.1 0.1 0.0 0.0000
H 7.569537 12.121231 -15.858497 0.3 0.2 0.0 0.0000
H 7.657623 11.163802 -17.367646 0.1 -0.1 0.1 0.0001
H 7.965998 16.113595 -20.832995 0.0 -0.1 -0.3 0.0068
H 6.549186 15.394859 -20.587997 0.0 -0.1 0.0 0.0032
C 4.708315 15.754885 -25.397518 0.4 0.0 0.8 0.0002
C 6.123143 15.533924 -24.879303 0.5 0.0 -0.1 0.0058
C 6.685584 16.780527 -24.211320 1.1 -0.2 0.1 0.0107
O 6.917931 17.756871 -25.210641 -0.5 0.1 0.3 0.0024
C 7.280026 19.009391 -24.650764 0.2 -0.5 -0.8 0.0002
N 6.249616 14.353923 -24.015020 -0.4 0.0 0.3 0.0412
H 4.103676 16.017864 -24.522867 -0.2 -0.1 -0.1 0.0003
H 4.350671 14.813066 -25.806109 -0.3 0.2 -0.3 0.0001
H 4.675905 16.597651 -26.084943 -0.1 -0.2 -0.2 0.0000
H 6.796053 15.318715 -25.716698 0.0 0.3 -0.1 0.0008
H 7.658397 16.543210 -23.755073 -0.1 -0.2 0.0 0.0107
H 6.090554 17.174628 -23.374662 -0.5 0.0 -0.3 0.0008
H 6.432869 19.443133 -24.114528 0.1 0.1 0.2 0.0000
H 7.549955 19.619113 -25.512722 -0.1 0.3 0.2 0.0000
H 8.173057 18.904266 -24.026804 -0.2 0.0 0.2 0.0000
H 5.571275 14.395980 -23.249802 -0.1 0.2 -0.1 0.0049
H 5.973093 13.522162 -24.538885 0.1 0.0 0.0 0.0040
C 11.114329 20.075917 -22.442478 0.4 -0.6 -0.1 0.0001
C 10.019941 19.378087 -21.614573 0.4 0.8 -0.4 0.0000
C 10.238653 17.868643 -21.677447 -0.6 0.4 0.5 0.0006
O 10.037529 17.396327 -22.984651 0.0 -0.2 0.3 0.0054
C 10.401183 16.040781 -23.078929 0.9 -0.9 -0.4 0.0390
N 10.044972 19.891909 -20.234997 0.6 -0.4 -0.6 0.0000
H 11.233957 21.147232 -22.292740 -0.5 0.0 0.1 0.0000
H 10.963501 19.856999 -23.499619 -0.1 0.2 0.0 0.0000
H 12.096056 19.642413 -22.214813 0.0 -0.1 0.2 0.0000
H 9.067891 19.657548 -22.071252 -0.2 -0.3 0.1 0.0000
H 9.550135 17.392028 -20.962289 -0.3 -0.1 -0.2 0.0003
H 11.223481 17.628073 -21.252343 0.3 0.0 -0.4 0.0003
H 9.928472 15.367934 -22.346969 -0.2 0.3 0.1 0.0335
H 11.493361 15.925667 -22.995084 0.0 0.1 0.3 0.0026
H 10.175933 15.599907 -24.050763 -0.4 0.5 -0.1 0.0041
H 9.400651 19.363762 -19.654647 0.1 0.0 0.1 0.0000
H 10.998057 19.678168 -19.940205 -0.3 0.2 0.6 0.0000
C 11.525577 10.983789 -21.411992 0.4 -0.4 0.3 0.0021
C 10.566957 12.039518 -21.919449 0.1 -0.4 -0.1 0.0160
C 10.314620 11.788164 -23.410658 -0.1 0.1 0.5 0.0076
O 9.503225 12.820602 -23.954935 0.2 0.2 0.4 0.0559
C 9.079194 12.553646 -25.258945 0.3 -0.9 -1.7 0.0102
N 9.296061 12.034047 -21.196489 -0.8 -0.2 0.0 0.0496
H 12.546196 11.213967 -21.726573 0.0 -0.3 -0.2 0.0003
H 11.217015 9.986338 -21.738405 0.2 0.0 -0.1 0.0008
H 11.562188 10.943329 -20.321201 -0.2 0.2 0.0 0.0004
H 11.077132 12.998497 -21.798203 -0.4 0.2 0.0 0.0054
H 9.793956 10.833264 -23.558318 -0.1 -0.1 0.2 0.0011
H 11.291175 11.684017 -23.894222 -0.1 0.3 -0.3 0.0004
H 8.359285 13.268025 -25.649160 -0.2 0.1 0.7 0.0028
H 8.697673 11.529673 -25.370864 -0.5 0.2 0.4 0.0006
H 9.882602 12.551615 -26.014796 0.4 0.3 0.5 0.0006
H 9.405890 12.054336 -20.185289 0.4 0.5 -0.1 0.0055
H 8.818496 11.137783 -21.322465 0.0 0.1 -0.4 0.0074